1.
Below is a 14-piece molecular cluster, C5H34O14 overall, with properties calculated with the ωB97M-V functional and the def2-TZVPD basis.

Output
energy relative to the best compared isomer or geometry (same formula, charge and spin): 38.6 kJ/mol
LUMO level: 0.2 eV
orbital gap: 8.46 eV

The geometry in XYZ format:
```
53
Properties=species:S:1:pos:R:3:forces:R:3
C 1.918 0.717 -2.398 0.37 0.18 -0.22
C 1.566 0.126 -1.263 -0.23 0.19 -0.24
C 0.393 0.537 -0.490 -0.16 -0.29 0.45
C -0.218 -0.255 0.399 0.28 -0.41 -0.15
O 0.339 -1.523 0.590 -0.14 -0.23 0.08
C -1.403 0.046 1.254 -0.25 0.43 0.39
H 2.778 0.387 -2.968 -0.01 -0.16 0.07
H 1.393 1.570 -2.810 -0.18 -0.02 0.14
H 2.151 -0.714 -0.909 -0.02 -0.12 -0.01
H 0.007 1.534 -0.623 -0.05 0.07 -0.15
H -0.315 -2.161 0.982 0.16 0.39 0.09
H -2.325 0.198 0.700 -0.01 -0.13 -0.18
H -1.250 0.955 1.835 0.06 -0.03 -0.20
H -1.592 -0.739 1.983 0.02 -0.12 -0.28
H 2.202 4.273 0.034 0.07 -0.21 0.01
H 2.366 2.713 0.001 0.13 0.28 0.04
O 1.740 3.453 -0.172 -0.17 0.03 -0.09
H -1.410 -0.999 -4.293 0.24 0.20 0.20
H -1.628 -0.227 -2.976 0.31 -0.03 -0.32
O -0.923 -0.525 -3.600 -0.57 -0.16 0.00
H -1.249 -0.638 5.201 0.02 -0.03 0.06
H -1.065 -1.160 3.783 -0.21 -0.39 -0.35
O -0.640 -0.635 4.456 0.13 0.26 0.42
H 3.856 1.083 -0.340 -0.08 -0.12 -0.01
H 3.248 0.943 1.083 0.29 0.06 -0.36
O 3.643 1.583 0.453 -0.09 0.10 0.43
H -0.287 1.089 3.835 0.08 0.42 -0.02
H 0.966 1.376 3.083 0.05 0.30 -0.08
O 0.187 1.845 3.426 0.20 -0.74 0.21
H -2.663 -1.506 -1.069 -0.05 -0.35 0.05
H -1.608 -2.582 -1.388 -0.40 -0.15 0.19
O -2.452 -2.449 -0.893 0.29 0.35 -0.16
H 2.827 -3.570 -3.278 -0.15 -0.06 0.02
H 1.791 -2.638 -2.578 0.26 -0.37 -0.19
O 2.732 -2.730 -2.826 0.17 0.31 0.10
H 1.853 -0.996 1.493 0.13 0.41 0.04
H 2.705 -0.982 2.744 0.31 0.02 0.32
O 2.484 -0.432 1.993 -0.51 -0.37 -0.15
H -0.087 -1.772 -2.604 0.03 -0.20 0.35
H 0.338 -2.193 -1.131 -0.04 -0.05 -0.56
O 0.108 -2.550 -2.020 -0.14 0.35 0.17
H 0.201 3.341 0.698 0.01 0.04 0.31
H -0.405 2.814 2.051 0.06 0.15 -0.16
O -0.630 3.280 1.220 -0.07 0.02 -0.26
H -2.137 -2.827 0.760 0.13 -0.14 0.17
H -1.623 -4.016 1.603 0.04 -0.32 0.07
O -1.665 -3.060 1.610 -0.17 0.36 -0.33
H -2.529 3.288 -1.121 0.04 -0.06 0.11
H -1.777 2.712 0.124 -0.27 0.17 0.01
O -2.494 2.518 -0.543 0.14 -0.04 -0.01
H -2.672 1.002 -1.284 0.07 0.03 -0.07
H -3.833 0.331 -2.045 0.47 -0.21 0.07
O -2.912 0.170 -1.771 -0.63 0.35 -0.04
```
Forces are in eV/Å.

These are the Mulliken partial charges, in e, on atoms 1 to 4: -1.069 -0.542 0.538 0.809

***

2.
Below is C5H14N2S in the gas phase, with properties calculated with the ωB97M-V functional and the def2-TZVPD basis.

Output
energy relative to the best compared isomer or geometry (same formula, charge and spin): 45.0 kJ/mol
SMILES: NCNCCCCS
LUMO level: 0.9 eV
orbital gap: 9.38 eV

The geometry in XYZ format:
```
22
Properties=species:S:1:pos:R:3:forces:R:3
C -0.417 -0.588 -1.361 0.60 0.15 -0.35
N 0.702 0.297 -1.741 -0.78 0.48 0.37
C 0.368 1.708 -2.007 0.74 -0.44 -0.24
N 0.820 2.578 -0.944 0.30 -0.40 -0.07
C -0.121 -1.424 -0.118 -0.11 -0.12 -0.79
C 0.372 -0.648 1.094 0.85 -0.10 -0.20
C -0.136 -1.245 2.393 -1.58 0.75 0.06
S -1.881 -0.626 2.628 0.34 0.14 -0.12
H -1.357 -0.032 -1.265 0.11 0.16 0.27
H -0.576 -1.274 -2.197 -0.18 -0.13 0.03
H 1.398 0.365 -1.010 0.05 -0.33 0.04
H -0.675 1.833 -2.297 -0.32 -0.27 0.17
H 0.954 1.964 -2.877 0.11 0.48 -0.38
H 0.252 2.593 -0.111 -0.10 0.38 -0.17
H 1.161 3.468 -1.272 -0.30 0.05 0.33
H 0.578 -2.214 -0.418 0.06 0.15 0.28
H -1.053 -1.928 0.112 -0.22 -0.18 0.25
H 1.464 -0.650 1.144 0.12 -0.33 -0.10
H 0.201 0.426 0.953 -0.62 -0.12 0.45
H 0.423 -0.919 3.259 0.25 -0.21 0.09
H -0.290 -2.321 2.336 0.70 -0.03 0.01
H -2.185 -1.364 3.698 -0.01 -0.09 0.08
```
Forces are in eV/Å.

These are the Mulliken partial charges, in e, on atoms 1 to 4: -0.643 -0.378 -0.484 -0.478

***

3.
Below is C30H44BrCuN3P2 as an isolated structure, with properties calculated with the ωB97M-V functional and the def2-TZVPD basis.

Output
spin multiplicity: 2
LUMO level (spin up / spin down): -6.7 / -6.6 eV
orbital gap (spin up / spin down): 5.19 / 6.08 eV
total charge: +2
<S²>: 0.76

The geometry in XYZ format:
```
81
Properties=species:S:1:pos:R:3:forces:R:3
C 4.685 2.281 -5.189 -0.21 0.52 0.29
C 3.585 2.885 -4.483 -0.19 -0.13 -0.95
C 3.277 4.220 -4.840 0.33 -0.04 0.12
C 4.088 4.921 -5.753 -0.32 -0.81 0.68
N 5.125 4.334 -6.326 0.75 0.49 -0.75
C 5.447 3.065 -6.090 -0.89 -0.12 0.89
C 2.774 2.225 -3.393 1.27 0.92 2.25
C 2.573 2.064 -2.170 2.03 1.92 -3.85
C 2.705 1.514 -0.872 0.11 0.47 -0.42
C 2.326 0.173 -1.078 -1.80 -0.44 0.81
C 1.652 -0.479 -0.040 1.17 0.94 -0.73
C 1.828 0.087 1.256 2.78 -0.21 -2.78
C 2.632 1.204 1.456 -0.58 0.11 0.95
C 3.015 2.054 0.395 -0.42 -1.17 -0.51
Cu -0.579 -0.109 -1.289 1.01 -0.57 1.07
P -2.282 -2.005 -0.277 -2.45 -0.61 -0.31
H 2.458 4.762 -4.380 -0.01 -0.25 0.08
H 5.026 1.259 -5.041 -0.39 0.13 0.26
H 3.899 5.990 -5.974 0.12 -0.84 0.05
H 6.360 2.671 -6.596 -0.98 0.25 0.46
H 3.530 3.005 0.601 -0.47 -0.46 -0.47
H 2.387 -0.182 -2.123 -0.09 -0.16 0.86
H 2.813 1.483 2.514 0.17 0.03 -0.68
H 1.316 -1.473 -0.256 -0.42 -0.37 0.56
C -3.541 -2.867 0.954 1.10 0.38 0.61
C -5.051 -2.639 0.896 -0.17 0.24 -0.17
H -3.181 -2.581 1.954 -0.15 -0.17 -0.12
H -3.334 -3.950 0.869 0.14 0.55 -0.10
H -5.532 -3.229 1.696 0.28 0.24 -0.30
H -5.320 -1.585 1.066 0.05 -0.28 -0.09
H -5.501 -2.965 -0.049 0.16 0.14 0.17
C -3.366 -0.824 -1.242 -0.03 0.78 0.51
C -2.758 -0.481 -2.596 0.06 0.35 0.28
H -3.295 0.110 -0.673 -0.47 -0.13 0.06
H -4.437 -1.049 -1.324 0.36 -0.25 0.05
H -2.957 0.558 -2.877 -0.21 -0.35 -0.21
H -1.637 -0.544 -2.527 -0.09 -0.31 -0.83
H -3.039 -1.177 -3.386 0.21 0.12 -0.05
C -2.279 -3.379 -1.469 0.70 -0.37 -0.27
C -3.588 -3.903 -2.057 -0.25 -0.02 -0.09
H -1.748 -4.192 -0.961 0.10 0.02 -0.21
H -1.631 -3.027 -2.270 0.22 -0.24 -0.28
H -3.373 -4.517 -2.943 -0.02 0.17 0.28
H -4.144 -4.541 -1.360 0.16 0.22 -0.07
H -4.254 -3.094 -2.380 0.09 -0.16 0.05
Br 0.252 -0.352 2.473 -2.86 0.51 0.93
P -0.951 1.521 2.361 -0.47 0.48 2.09
C -2.545 0.941 1.729 -1.02 -0.32 -0.57
C -3.945 1.437 2.144 -0.26 0.34 0.27
H -2.548 -0.151 1.870 0.24 0.31 -0.13
H -2.495 1.133 0.645 0.46 -0.09 0.24
H -4.704 1.052 1.428 0.66 0.14 0.32
H -4.227 1.031 3.126 0.13 0.43 -0.22
H -4.024 2.536 2.116 -0.01 -0.43 0.23
C -0.639 2.026 4.118 0.06 0.36 1.17
C -0.714 3.396 4.887 -0.12 -0.17 -0.18
H 0.417 1.752 4.234 -0.09 -0.23 -0.35
H -1.171 1.305 4.747 -0.08 -0.15 -0.33
H -0.383 3.193 5.931 -0.13 -0.09 -0.77
H -0.005 4.143 4.488 -0.61 -0.23 0.02
H -1.739 3.771 4.990 0.35 0.14 -0.34
C -0.135 2.683 1.281 0.63 -0.17 -0.23
C -0.550 4.126 1.068 -0.36 0.50 0.05
H -0.025 2.210 0.311 0.19 -0.35 -0.33
H 0.859 2.730 1.709 0.27 -0.24 0.05
H 0.258 4.625 0.524 -0.06 -0.21 0.06
H -1.434 4.218 0.440 -0.22 0.08 0.23
H -0.656 4.670 2.006 -0.28 -0.03 -0.06
N 2.642 -2.138 3.160 -0.51 1.35 0.77
C 2.577 -3.074 2.175 0.74 -0.98 0.09
C 3.549 -4.099 2.285 -0.54 -0.21 -1.06
C 3.374 -5.205 1.466 -0.35 0.71 0.20
C 2.352 -5.166 0.500 -0.24 0.52 -0.55
C 1.603 -4.002 0.332 0.55 -0.59 0.61
N 1.656 -2.981 1.199 0.52 -0.23 1.13
H 2.123 -1.283 3.022 0.83 -0.51 0.37
H 3.006 -2.309 4.100 -0.17 -0.15 -0.95
H 4.422 -3.917 2.913 -0.41 -0.43 0.03
H 4.024 -6.059 1.565 0.10 -0.14 -0.16
H 2.180 -5.965 -0.206 0.19 -0.18 0.11
H 0.921 -3.866 -0.510 0.07 -0.24 0.17
```
Forces are in eV/Å.

These are the Mulliken partial charges, in e, on atoms 1 to 4: -0.422 0.698 -0.424 -0.272

***

4.
Below is C2H5N5O2S in the gas phase, with properties calculated with the ωB97M-V functional and the def2-TZVPD basis.

Output
energy relative to the best compared isomer or geometry (same formula, charge and spin): 2.2 kJ/mol
SMILES: NS(=O)(=O)Cn1cnnn1
LUMO level: 0.2 eV
orbital gap: 10.89 eV

The geometry in XYZ format:
```
15
Properties=species:S:1:pos:R:3:forces:R:3
C -1.999 0.460 0.511 0.74 -0.49 0.84
C 0.360 -0.473 0.696 -0.24 1.06 -3.05
N -3.165 -0.080 0.636 -1.35 1.54 -0.65
N -2.986 -1.372 0.786 -1.51 -1.39 0.36
N -1.788 -1.687 0.821 2.57 -0.20 0.00
N -1.069 -0.515 0.674 -0.27 0.11 0.00
N 2.430 0.966 -0.648 -2.83 2.89 1.24
O 0.039 0.864 -1.752 0.78 -0.08 0.88
O 1.677 -0.989 -1.637 0.56 -3.26 -1.55
S 1.063 0.119 -1.065 -0.72 1.90 2.38
H -1.874 1.510 0.421 0.55 0.46 -0.22
H 0.834 -1.393 0.776 0.01 -2.34 -0.37
H 0.850 0.000 1.490 0.08 1.94 1.08
H 3.236 0.590 -1.024 1.71 -1.03 -1.02
H 2.392 2.001 -0.684 -0.09 -1.10 0.08
```
Forces are in eV/Å.

These are the Mulliken partial charges, in e, on atoms 1 to 4: 0.002 -0.737 -0.311 -0.357

***

5.
Below is a 7-piece molecular cluster, C50H59BrFN2O5PS2 overall, with properties calculated with the ωB97M-V functional and the def2-TZVPD basis.

Output
SMILES: CC(C)=N[C@@]1(C[C@@H](C)F)OS(=O)(=O)[C@H](Br)[C@@](CCCO)([PH2]=O)[C@@H]1N=C=S.c1ccccc1.c1ccccc1.c1ccccc1.c1ccccc1.c1ccccc1.c1ccccc1
LUMO level: 0.0 eV
orbital gap: 9.24 eV

The geometry in XYZ format:
```
121
Properties=species:S:1:pos:R:3:forces:R:3
C -1.759 -2.915 2.216 -1.32 -0.05 0.74
C -2.067 -1.442 2.147 -0.34 -0.41 0.38
C -1.496 -0.635 3.269 0.94 0.51 -0.33
N -2.864 -1.031 1.226 2.26 -0.53 -0.90
C -2.525 -0.119 0.204 -3.47 0.50 0.20
C -3.883 0.378 -0.366 0.50 -0.25 0.45
C -4.930 -0.730 -0.499 -0.47 0.62 -0.16
C -5.918 -0.777 0.659 -0.04 -0.32 -0.49
F -5.694 -0.401 -1.640 0.07 -0.05 -0.18
O -1.887 1.095 0.792 0.90 0.16 -1.10
S -1.383 2.261 -0.164 0.41 2.45 0.70
O -2.406 3.103 -0.673 -1.18 -0.98 -0.65
O -0.438 3.013 0.604 0.83 -0.79 0.56
C -0.434 1.465 -1.488 -0.14 -1.04 0.22
Br -0.959 2.024 -3.251 -0.31 0.17 0.45
C -0.333 -0.059 -1.245 0.35 0.84 -0.02
C 0.427 -0.721 -2.407 -0.52 -0.49 -0.20
C 0.667 -2.233 -2.289 0.94 0.60 -0.57
C 0.995 -2.807 -3.667 -0.52 -0.43 0.81
O -0.149 -2.854 -4.508 0.21 0.39 -0.13
P 0.871 -0.177 0.200 0.49 -0.53 -0.11
O 1.036 -1.549 0.726 -0.41 -0.25 0.35
C -1.605 -0.816 -0.833 0.98 -1.17 0.81
N -2.344 -1.533 -1.882 0.84 1.03 -0.15
C -2.690 -1.057 -2.942 -1.31 0.12 0.60
S -3.500 -0.466 -4.127 0.34 -0.14 -0.69
H -1.414 -3.292 1.260 0.22 0.10 -0.10
H -2.714 -3.411 2.417 -0.02 -0.19 -0.09
H -1.107 -3.173 3.041 0.28 -0.04 -0.09
H -1.277 0.398 3.009 -0.23 0.12 -0.08
H -2.179 -0.618 4.117 -0.25 -0.15 -0.03
H -0.570 -1.092 3.608 0.07 -0.06 0.11
H -3.766 0.954 -1.280 -0.01 -0.18 -0.26
H -4.246 1.068 0.391 0.01 0.26 -0.04
H -4.493 -1.703 -0.687 0.08 -0.11 -0.06
H -6.891 -0.991 0.222 -0.11 -0.10 0.04
H -5.992 0.184 1.156 0.06 0.00 0.27
H -5.684 -1.590 1.338 0.13 0.15 0.31
H 0.572 1.853 -1.356 0.01 0.41 0.00
H 1.375 -0.202 -2.547 0.15 0.03 0.01
H -0.116 -0.569 -3.340 -0.25 0.20 0.05
H -0.183 -2.764 -1.872 0.01 -0.08 0.23
H 1.562 -2.382 -1.690 -0.18 -0.32 0.44
H 1.778 -2.204 -4.117 -0.06 -0.01 -0.42
H 1.359 -3.824 -3.508 0.28 -0.06 -0.16
H -0.873 -3.171 -3.957 -0.11 -0.07 -0.13
H 0.545 0.799 1.157 0.05 0.05 -0.19
H 2.075 0.274 -0.388 -0.25 0.37 -0.07
H -1.179 -1.630 -0.249 -0.01 -0.15 0.01
C -3.058 3.670 3.221 0.02 0.02 -0.10
C -3.610 2.465 3.630 -0.02 -0.02 0.01
C -4.243 2.376 4.862 -0.02 -0.06 0.03
C -4.328 3.492 5.682 -0.02 -0.04 0.04
C -3.780 4.698 5.270 0.01 0.03 0.02
C -3.144 4.786 4.040 0.02 0.00 0.00
H -2.565 3.744 2.259 0.01 0.01 0.01
H -3.550 1.595 2.987 0.00 0.00 -0.01
H -4.673 1.435 5.185 -0.01 0.00 -0.01
H -4.825 3.424 6.642 0.00 0.00 0.00
H -3.850 5.570 5.907 0.00 0.00 0.00
H -2.713 5.726 3.719 0.00 0.00 -0.01
C 1.724 1.871 -8.935 -0.04 0.03 0.01
C 1.136 0.695 -8.493 0.00 -0.01 -0.03
C 0.514 0.652 -7.254 -0.12 -0.02 -0.02
C 0.473 1.791 -6.460 -0.08 -0.02 -0.05
C 1.057 2.970 -6.903 0.02 0.02 0.03
C 1.686 3.009 -8.139 -0.07 -0.02 -0.05
H 2.212 1.903 -9.901 0.01 0.00 0.00
H 1.163 -0.191 -9.115 0.02 -0.01 0.01
H 0.060 -0.268 -6.905 -0.01 0.00 0.01
H -0.012 1.756 -5.493 0.14 -0.03 -0.27
H 1.023 3.857 -6.284 0.01 0.00 0.01
H 2.146 3.927 -8.484 -0.01 0.01 0.00
C -1.844 -0.497 8.027 -0.10 -0.03 0.00
C -1.877 -1.663 8.781 0.04 -0.04 -0.01
C -3.020 -2.002 9.491 0.04 -0.06 0.01
C -4.137 -1.181 9.445 -0.05 -0.03 0.02
C -4.108 -0.020 8.689 -0.02 0.05 -0.03
C -2.963 0.324 7.984 0.05 0.07 -0.08
H -0.953 -0.232 7.472 0.00 0.01 0.02
H -1.011 -2.312 8.815 0.03 0.03 0.02
H -3.041 -2.910 10.080 0.01 0.00 0.00
H -5.029 -1.449 9.996 0.00 0.00 0.01
H -4.981 0.620 8.648 0.00 0.01 0.01
H -2.946 1.235 7.398 0.02 -0.01 -0.01
C -0.365 -6.278 4.604 0.03 0.04 -0.05
C -0.983 -7.452 5.011 0.02 -0.03 -0.02
C -1.620 -7.509 6.242 -0.02 -0.01 0.01
C -1.646 -6.390 7.061 -0.03 0.03 0.03
C -1.035 -5.213 6.652 0.06 0.05 -0.03
C -0.388 -5.158 5.424 -0.05 -0.07 0.01
H 0.138 -6.236 3.647 0.00 0.00 0.00
H -0.966 -8.323 4.369 0.01 0.00 0.00
H -2.096 -8.427 6.563 -0.01 0.00 0.00
H -2.147 -6.434 8.019 0.00 0.00 0.01
H -1.059 -4.340 7.291 -0.02 0.01 0.00
H 0.102 -4.247 5.102 0.00 0.02 0.04
C 3.924 0.669 -6.186 0.04 -0.04 0.08
C 4.649 1.638 -6.865 0.17 0.03 0.04
C 6.031 1.538 -6.950 0.01 -0.07 -0.03
C 6.688 0.463 -6.364 0.02 0.01 -0.06
C 5.963 -0.508 -5.689 0.01 -0.03 0.04
C 4.582 -0.402 -5.597 0.01 0.04 0.00
H 2.850 0.751 -6.116 -0.01 0.02 -0.01
H 4.137 2.470 -7.325 -0.01 0.02 0.02
H 6.597 2.298 -7.474 0.00 0.00 0.00
H 7.765 0.384 -6.434 0.00 0.00 0.00
H 6.475 -1.346 -5.234 0.00 0.00 0.00
H 4.016 -1.158 -5.065 0.00 -0.02 -0.02
C 6.614 3.675 -2.748 0.01 0.02 0.02
C 7.263 3.202 -3.880 -0.03 -0.02 0.01
C 8.492 3.732 -4.245 0.01 0.00 0.01
C 9.077 4.727 -3.474 0.01 0.00 -0.02
C 8.429 5.197 -2.341 0.01 0.02 0.01
C 7.195 4.674 -1.980 -0.01 -0.01 0.01
H 5.653 3.264 -2.465 0.00 0.00 -0.01
H 6.811 2.422 -4.478 -0.02 0.00 0.01
H 8.996 3.367 -5.131 0.00 -0.01 0.00
H 10.038 5.137 -3.757 0.00 0.01 0.00
H 8.885 5.973 -1.739 0.00 0.01 0.00
H 6.687 5.044 -1.098 0.00 0.00 0.01
```
Forces are in eV/Å.

These are the Mulliken partial charges, in e, on atoms 1 to 4: -1.341 1.119 -1.423 0.078